Molecular formula: C46H91NNbO11
Method: DFT, wB97M-V/def2-TZVPD

The geometry in XYZ format:
```
150
Properties=species:S:1:pos:R:3:lowdin_charge:R:1
C 8.0752 -0.6227 3.4033 -0.1030
O 8.1777 0.2751 2.2109 -0.2855
C 7.2661 -0.1722 1.1462 -0.2167
C 6.3505 1.0098 0.4723 -0.1700
C 6.6937 2.5337 1.0551 -0.1930
C 5.6756 2.8181 2.3120 -0.2003
C 6.4679 3.1105 3.7525 -0.2018
C 5.5926 2.5595 5.0505 -0.2152
C 4.2327 3.4233 5.3543 -0.2288
C 2.9694 2.3620 5.6277 -0.2981
C 2.2883 2.0841 4.1607 -0.4261
Nb 1.3906 -0.0038 3.9020 1.5006
C 0.4094 -2.0841 3.5697 -0.4871
N 0.7136 -3.0001 4.7568 -0.1380
C 3.2718 -0.8672 2.9510 -0.3717
O 3.6636 -2.1383 3.6457 -0.3725
C 4.4263 -1.8485 4.8699 -0.1913
C 0.5608 0.7445 1.8642 -0.2991
C -1.0074 1.2410 1.8929 -0.1269
C -1.6448 1.8283 0.5013 -0.0960
C -0.7139 1.9041 -0.8564 -0.1093
C 0.8568 1.3812 -0.8708 -0.0909
C 1.5228 0.7810 0.5360 -0.1109
H 8.7945 -0.1372 4.2123 0.1062
H 6.9845 -0.6572 3.8268 0.0800
H 8.4906 -1.7146 3.1813 0.0968
H 7.8629 -0.6857 0.2511 0.1226
H 6.5947 -1.0310 1.6221 0.1251
H 5.2242 0.7022 0.6274 0.0936
H 6.5376 1.0165 -0.6874 0.1007
H 7.8283 2.6950 1.2924 0.1072
H 6.4195 3.2668 0.1550 0.1052
H 5.0001 3.7645 2.1336 0.1131
H 5.0720 1.8231 2.4910 0.0765
H 6.7829 4.2344 3.8362 0.1063
H 7.4401 2.4220 3.7016 0.0975
H 5.2774 1.4285 4.8884 0.0884
H 6.2767 2.6466 6.0160 0.1074
H 3.9535 3.9824 4.3497 0.0954
H 4.3332 4.2221 6.2087 0.0969
H 3.3096 1.3732 6.1533 0.0648
H 2.1874 2.9575 6.2947 0.0998
H 1.4534 2.9075 3.9371 0.0549
H 3.0957 2.2152 3.3237 0.0206
H 2.0391 -0.5483 5.5164 -0.1106
H -0.1425 0.4708 4.7758 -0.1304
H 0.8995 -2.6262 2.6259 0.0532
H -0.7379 -2.0113 3.3509 0.0170
H 0.8838 -2.4118 5.6084 0.0048
H 1.5298 -3.6077 4.5230 0.0430
H 4.1409 -0.0845 2.9873 0.0317
H 3.0511 -1.2024 1.8273 0.0656
H 5.3036 -2.6456 4.9673 0.0959
H 4.8938 -0.7743 4.9171 0.0566
H 3.7468 -1.9736 5.8375 0.0710
H -1.6349 1.2039 2.8899 0.0523
H -2.7540 2.2131 0.5302 0.0692
H -1.1676 2.3588 -1.8409 0.0662
H 1.4736 1.4522 -1.8670 0.0580
H 2.6460 0.4580 0.4741 0.0416
C -2.0121 -1.6368 -2.1103 -0.0145
C -2.8481 -0.5819 -2.7842 -0.4935
O -3.2384 0.4110 -2.1722 0.0175
C -3.1880 -0.7887 -4.2360 -0.0246
H -1.8457 -1.3550 -1.0652 0.0868
H -2.5344 -2.5966 -2.1349 0.0763
H -1.0431 -1.7179 -2.6093 0.0879
H -3.7628 -1.7106 -4.3553 0.0852
H -2.2715 -0.8320 -4.8297 0.0836
H -3.7954 0.0512 -4.5897 0.0770
C -8.4809 -0.0664 -1.5314 -0.0309
C -7.3577 -1.0364 -1.7834 -0.4848
O -7.4827 -1.9654 -2.5796 0.0211
C -6.0755 -0.8258 -1.0233 -0.0159
H -9.3429 -0.3413 -2.1484 0.0839
H -8.7766 -0.1053 -0.4800 0.0562
H -8.1659 0.9449 -1.8011 0.0921
H -6.2640 -0.8987 0.0507 0.0704
H -5.6534 0.1515 -1.2703 0.0870
H -5.3547 -1.6005 -1.3059 0.0755
C -8.9577 -0.4969 3.2707 -0.0197
C -8.3647 0.5509 2.3671 -0.4619
O -7.8053 0.2447 1.3154 0.0246
C -8.4826 1.9877 2.8001 -0.0181
H -8.7980 -1.4874 2.8315 0.0860
H -8.4690 -0.4646 4.2478 0.0890
H -10.0326 -0.3305 3.3771 0.0855
H -7.9727 2.1307 3.7561 0.0893
H -9.5363 2.2648 2.8854 0.0857
H -8.0102 2.6323 2.0511 0.0887
C 12.6928 -2.2846 4.9821 -0.0267
C 11.6874 -2.2903 3.8616 -0.4785
O 10.5215 -2.6327 4.0516 0.0311
C 12.1638 -1.8606 2.4999 -0.0305
H 12.2082 -2.6176 5.9060 0.0817
H 13.5117 -2.9702 4.7499 0.0834
H 13.0752 -1.2719 5.1329 0.0841
H 12.9591 -2.5273 2.1571 0.0847
H 12.5227 -0.8291 2.5402 0.0581
H 11.3312 -1.9146 1.7905 0.0891
C 13.9302 1.9492 1.3020 -0.0165
C 14.7695 0.7041 1.1960 -0.4713
O 14.3719 -0.3734 1.6358 0.0328
C 16.1143 0.8284 0.5309 -0.0268
H 12.9870 1.7093 1.8041 0.0851
H 14.4578 2.7040 1.8906 0.0874
H 13.7071 2.3330 0.3032 0.0893
H 16.7392 1.5331 1.0853 0.0853
H 15.9884 1.1623 -0.5021 0.0862
H 16.6082 -0.1490 0.5257 0.0841
C -7.7908 0.1608 -5.0535 -0.0027
C -8.6268 1.2158 -5.7275 -0.4943
O -9.0171 2.2087 -5.1155 0.0277
C -8.9667 1.0089 -7.1793 -0.0218
H -7.6244 0.4426 -4.0084 0.0612
H -8.3131 -0.7989 -5.0781 0.0810
H -6.8218 0.0797 -5.5526 0.0947
H -9.5415 0.0871 -7.2985 0.0536
H -8.0502 0.9656 -7.7729 0.0959
H -9.5741 1.8489 -7.5329 0.0863
C -10.8601 -2.6584 -6.0991 -0.0235
C -10.0849 -2.9612 -7.3535 -0.4846
O -9.7877 -2.0730 -8.1506 0.0412
C -9.6873 -4.3929 -7.5947 -0.0254
H -11.0781 -1.5860 -6.0573 0.0801
H -11.8050 -3.2076 -6.1046 0.0861
H -10.2675 -2.9294 -5.2216 0.0885
H -10.5799 -5.0193 -7.6669 0.0846
H -9.0425 -4.7411 -6.7839 0.0893
H -9.1336 -4.4618 -8.5371 0.0849
C -4.1834 -5.4994 0.5060 -0.0257
C -4.7910 -5.2299 -0.8446 -0.4928
O -4.1598 -5.4322 -1.8807 0.0404
C -6.2008 -4.7034 -0.8786 -0.0276
H -3.1631 -5.8756 0.3764 0.0861
H -4.1441 -4.5744 1.0869 0.0892
H -4.7706 -6.2554 1.0334 0.0827
H -6.2514 -3.7430 -0.3595 0.0732
H -6.8779 -5.4239 -0.4129 0.0845
H -6.5080 -4.5557 -1.9194 0.0801
C -7.5296 4.2882 -6.7055 -0.0232
C -6.5738 4.7295 -7.7815 -0.4869
O -5.9079 3.9143 -8.4177 0.0471
C -6.4643 6.2068 -8.0489 -0.0328
H -7.5040 3.1964 -6.6229 0.0517
H -7.2330 4.7187 -5.7457 0.0970
H -8.5463 4.5958 -6.9627 0.0951
H -6.1201 6.7228 -7.1490 0.0848
H -7.4335 6.5998 -8.3660 0.0829
H -5.7376 6.3775 -8.8503 0.0818
```

Computed properties:
Orbital gap, eV: 5.65
HOMO energy, eV: -3.899
Lowest unoccupied orbital energy, eV: 1.75
Net charge: -1
Molecular weight, g/mol: 927.14